{
  "formula": "C41H29Br2N2O5P2V",
  "method": "ωB97M-V with the def2-TZVPD basis set",
  "gap_ev": [6.4, 6.8],
  "spin_multiplicity": 2,
  "charge": 1,
  "species": ["V", "O", "C", "O", "C", "C", "C", "C", "C", "N", "C", "O", "O", "H", "H", "H", "Br", "C", "C", "C", "Br", "C", "C", "C", "C", "N", "C", "C", "O", "H", "H", "H", "H", "C", "P", "C", "C", "C", "C", "C", "C", "C", "C", "C", "C", "C", "C", "P", "C", "C", "C", "C", "C", "C", "C", "C", "C", "C", "C", "C", "H", "H", "H", "H", "H", "H", "H", "H", "H", "H", "H", "H", "H", "H", "H", "H", "H", "H", "H", "H", "H", "H"],
  "positions_angstrom": [[-0.8809, -2.1988, -0.0671], [-1.3886, -0.7596, 3.5675], [-1.5504, -1.0345, 2.3966], [-0.5900, -1.3770, 1.5459], [-2.8060, -0.7676, 1.6844], [-4.1109, -0.4385, 2.5169], [-5.3461, -1.2850, 2.2774], [-6.0095, -0.8313, 1.1960], [-3.6269, -1.5825, -0.4077], [-2.8417, -1.7180, 0.5848], [-3.1687, -2.2588, -1.7113], [-3.8393, -2.2839, -2.7405], [-1.8988, -2.5073, -1.5313], [-3.9254, -0.2029, 3.5373], [-5.5892, -2.1210, 2.9797], [-6.8894, -1.2652, 0.8788], [-0.4192, -6.6587, 1.9787], [0.9139, -5.6277, 1.1207], [2.2068, -6.1389, 0.9118], [3.1188, -5.4349, 0.2475], [4.8353, -6.1922, 0.0661], [2.7997, -4.2359, -0.4424], [3.6383, -3.4385, -1.2621], [3.1730, -2.2136, -1.8890], [1.8907, -1.8315, -1.4850], [1.1000, -2.5505, -0.7114], [1.5304, -3.7478, -0.1457], [0.5422, -4.4298, 0.5727], [-0.6874, -3.9251, 0.5564], [2.4427, -7.1327, 1.2277], [4.5888, -3.8487, -1.4788], [3.8276, -1.5570, -2.4739], [1.5137, -0.9219, -1.8752], [0.2533, 1.6140, 0.2739], [-0.7392, 0.4782, -0.7851], [-2.5038, 0.7939, -0.4361], [-2.7881, 0.6560, 1.0683], [-4.2811, 0.8095, 1.5292], [-5.2169, 0.2981, 0.4137], [-4.5507, -0.4352, -0.7278], [-3.4222, 0.3941, -1.3148], [-0.5670, 0.7826, -2.5805], [-0.5459, 2.1758, -2.9775], [-0.5505, 2.5586, -4.3220], [-0.7256, 1.5340, -5.3093], [-0.5958, 0.1824, -4.8957], [-0.6167, -0.2586, -3.5448], [2.1081, 1.7377, -0.1313], [2.9953, 1.1527, 1.3276], [4.1944, 0.4385, 1.1899], [5.0520, 0.1608, 2.2444], [4.6335, 0.3716, 3.5299], [3.3820, 0.9726, 3.7066], [2.5567, 1.4107, 2.6631], [2.1844, 3.6324, 0.1968], [2.7624, 4.2070, 1.3189], [2.6554, 5.5836, 1.3977], [2.0826, 6.3908, 0.4274], [1.5720, 5.8149, -0.6601], [1.6546, 4.4165, -0.8681], [0.2512, 1.1887, 1.2905], [-0.1805, 2.6254, 0.3681], [-2.1513, 1.2510, 1.8350], [-4.5894, 1.7763, 1.9849], [-5.8995, 1.0771, 0.1553], [-5.2786, -0.7571, -1.4585], [-3.2999, 0.4429, -2.3752], [-0.4916, 2.8982, -2.1273], [-0.6931, 3.5768, -4.5904], [-0.9020, 1.7026, -6.3196], [-0.7612, -0.6013, -5.6630], [-0.7240, -1.2786, -3.2861], [4.5603, 0.0496, 0.2365], [5.9782, -0.2885, 1.9407], [5.2882, 0.2225, 4.3349], [3.1774, 1.3551, 4.7248], [1.6529, 1.9806, 2.8562], [3.1367, 3.6020, 2.1056], [3.0249, 5.9705, 2.3131], [2.0099, 7.3885, 0.6352], [1.0380, 6.3838, -1.4606], [1.3174, 4.0781, -1.8596]],
  "forces_ev_per_angstrom": [[0.782, 0.366, 0.807], [0.191, -0.574, -1.311], [0.629, 1.030, 2.363], [0.546, -0.782, -0.206], [-1.264, -1.222, -0.486], [-0.473, 0.471, -2.487], [0.215, 0.376, -0.127], [2.418, 0.639, 1.394], [-1.019, 0.460, -0.619], [0.119, -0.231, 0.243], [-2.003, 0.926, -1.207], [1.876, -0.445, 2.344], [0.961, -1.061, -1.164], [0.528, 0.116, 0.712], [-0.050, 0.835, -0.990], [-1.833, -0.677, -0.935], [0.397, 0.120, -0.086], [-1.112, -0.302, 0.005], [-1.078, -0.471, 0.782], [1.663, 0.197, -1.509], [0.220, 0.037, -0.123], [0.320, 0.865, 0.752], [-1.537, 1.671, -1.259], [0.879, -2.591, 2.399], [0.644, -0.357, -0.518], [-0.500, -0.553, 0.739], [-0.375, 1.768, -1.629], [0.314, -0.548, 0.012], [-0.343, 0.524, 0.167], [0.068, -0.291, 0.479], [1.009, -0.066, -0.201], [-0.450, -0.497, 0.157], [-0.536, 0.791, -0.171], [0.339, -0.131, 0.548], [-0.344, -0.099, -0.463], [1.427, -0.061, 1.808], [-0.194, 1.941, 1.119], [0.658, -0.497, 0.199], [-1.282, -2.096, 2.907], [-0.214, 1.052, 0.133], [-0.586, 0.099, 0.156], [-0.041, 1.115, -0.514], [0.572, -1.179, 0.621], [-1.351, -2.026, -0.107], [1.487, -1.067, 3.635], [-1.517, -0.481, -0.369], [0.482, 3.422, -0.496], [-0.113, 1.513, -0.526], [-0.468, -0.796, 1.595], [-0.083, 0.210, -0.814], [-0.584, -0.605, -0.676], [-0.974, 0.986, -1.035], [-0.210, 1.357, 1.110], [1.421, -0.867, -0.672], [-0.172, -1.643, -2.391], [-1.401, 0.654, -1.476], [0.565, -0.492, 0.684], [0.818, -1.546, 1.933], [-1.523, -1.467, -3.473], [0.375, 0.986, 1.250], [-0.347, -0.085, -0.278], [0.116, -0.453, -0.337], [-0.635, -0.539, -1.895], [0.209, -0.680, -0.493], [-0.266, 0.417, -0.959], [-0.074, -0.002, -0.253], [0.330, -0.131, -0.509], [-0.159, -0.393, -1.111], [0.261, 0.750, -0.168], [-0.105, 0.631, -1.550], [0.364, 0.601, 0.463], [0.086, -0.854, 0.157], [-0.428, 0.624, -0.149], [0.446, -0.180, 0.469], [0.576, -0.341, 1.132], [-0.293, -0.665, -0.571], [0.124, -0.119, 0.101], [0.472, -0.124, 0.499], [0.310, 0.902, 0.579], [-0.194, 2.518, 0.216], [0.713, -0.250, 0.814], [0.201, -0.439, 0.830]],
  "mulliken_charge": [-0.06, -0.64, 0.17, -0.64, 1.78, -0.78, -0.84, -0.88, 0.56, -0.37, 0.18, -0.62, -0.58, 0.77, 0.38, 0.57, -0.11, -0.24, -0.41, -0.04, -0.18, 0.16, -0.51, -1.74, 0.10, 0.58, 0.80, 0.26, -0.42, 0.48, 0.43, 0.49, 0.86, -1.52, 1.82, -0.02, -0.96, -0.62, -0.20, -0.34, -1.71, 0.69, -0.62, -0.79, -0.75, -0.95, -0.10, 0.11, 0.88, -0.63, -0.63, -0.60, -0.73, -0.37, 0.55, -0.71, -0.41, -1.01, -0.29, -0.52, 0.41, 1.01, 0.82, 0.36, 0.72, 0.81, 0.63, 0.65, 0.46, 0.50, 0.32, 0.61, 0.30, 0.43, 0.49, 0.31, 0.69, 0.62, 0.41, 0.49, 0.33, 0.53]
}